(1)
DFT (the ωB97M-V functional and the def2-TZVPD basis) results for 9 unconnected molecules or ions with the total composition C45H71N4O17S.

Properties
Calculated total energy, eV: -99411.9118

The geometry in ORCA input format:
```
! RIJCOSX wB97M-V def2-TZVPD def2/J DEFGRID3
* xyz 1 1
S 3.977 -2.400 -5.707
O 8.873 -1.353 -10.797
O -4.932 3.550 -0.135
O -0.161 7.498 1.248
O -4.429 -3.632 2.325
O 0.742 1.967 -2.966
O -0.639 5.969 2.819
O 0.528 0.183 1.797
O 5.494 3.406 6.414
O 0.723 1.763 3.366
O 1.378 -3.034 -0.722
O 7.702 -1.339 -8.882
O -2.357 -2.822 2.526
O -0.797 2.832 -1.579
O -5.287 3.054 -2.293
O 5.372 1.780 4.886
O -10.181 -2.470 2.811
O -8.213 -1.675 2.089
N 2.627 -2.976 -0.116
N 3.647 -3.920 -1.871
N 3.255 -1.773 -3.093
N 3.930 -4.982 0.241
C 7.237 1.834 6.455
C -1.579 -1.526 -0.250
C -7.760 -0.821 1.019
C -0.579 1.625 -4.883
C 6.819 -3.517 -8.917
C -9.557 -1.865 1.993
C 0.414 -3.568 0.213
C 2.805 -0.518 -0.655
C 1.700 2.144 4.360
C 2.426 0.144 3.329
C -1.862 -2.901 -0.860
C 0.854 1.738 -4.382
C 7.957 -3.432 -9.930
C 3.464 -1.868 -0.615
C -5.205 -3.405 4.536
C 2.467 0.872 4.669
C -5.543 5.350 -1.520
C -0.409 6.366 1.540
C -0.845 -4.032 -0.499
C -4.937 5.900 -0.231
C -0.481 5.170 0.608
C -10.088 -1.171 0.756
C -5.061 4.708 0.706
C 3.671 -2.035 -4.216
C 5.942 2.286 5.814
C 7.102 -2.316 -8.023
C -1.322 2.561 -3.932
C -1.208 4.136 1.456
C 3.442 -4.067 -0.530
C 3.967 -2.470 -2.016
C -2.927 -0.747 -0.262
C 8.246 -1.944 -9.974
C -0.520 -4.835 -1.781
C -3.442 -3.009 3.000
C -8.821 -0.941 -0.064
C 3.570 0.560 -0.493
C -0.805 4.538 2.862
C -0.481 2.480 -2.676
C -5.242 3.867 -1.416
C -5.650 -3.603 3.096
C 6.433 3.842 7.417
C -0.615 -0.710 -1.143
C -3.940 -2.567 4.361
C 1.129 0.645 2.726
C 7.231 2.598 7.777
H -0.133 -5.835 -1.563
H 4.246 -1.784 0.144
H 1.385 2.581 -4.827
H 3.252 0.440 2.680
H -1.348 -4.735 0.167
H 6.777 -4.458 -8.371
H 7.242 0.757 6.595
H -7.670 0.197 1.404
H 5.046 -2.297 -1.979
H -6.781 -1.158 0.682
H -1.277 -1.559 0.792
H 6.696 2.020 8.532
H -0.939 0.604 -4.747
H 7.056 4.628 6.987
H -5.966 -2.938 5.158
H 8.853 -3.951 -9.586
H -3.647 -1.160 0.444
H -10.558 -0.234 1.057
H -4.950 -4.367 4.983
H -1.322 3.592 -4.286
H -1.564 4.288 3.602
H 3.470 1.058 5.039
H -4.161 -1.499 4.319
H 0.038 -1.334 -1.753
H 7.806 -2.554 -7.221
H -6.189 -4.536 2.952
H -6.625 5.484 -1.556
H 1.929 0.289 5.420
H -0.955 3.106 1.215
H 5.886 4.251 8.263
H 0.533 4.853 0.361
H 5.863 -3.381 -9.427
H -6.267 -2.781 2.734
H -4.278 4.696 1.460
H 0.118 -4.281 -2.469
H -8.865 -0.072 -0.718
H -1.027 5.414 -0.298
H 0.242 -2.882 1.043
H -3.884 6.136 -0.394
H -2.832 -3.229 -0.467
H -6.032 4.670 1.205
H -0.687 1.882 -5.935
H 8.066 2.133 5.812
H 6.197 -1.901 -7.586
H 3.525 -5.231 1.133
H -5.426 6.795 0.147
H -5.085 5.773 -2.409
H -1.472 -4.992 -2.295
H -2.706 0.302 -0.043
H -3.305 -0.766 -1.288
H 0.883 -4.464 0.655
H -1.999 -2.844 -1.943
H 0.140 4.088 3.160
H 3.168 1.531 -0.239
H 4.785 -5.447 -0.034
H -0.080 -0.016 -0.494
H 2.341 2.921 3.936
H 1.431 0.830 -4.550
H -2.285 4.252 1.329
H 8.221 2.822 8.168
H 4.646 0.467 -0.641
H 4.397 -4.475 -2.279
H 1.186 2.548 5.229
H 2.405 -0.937 3.440
H -2.340 2.232 -3.735
H -8.621 -1.817 -0.683
H 1.748 -0.391 -0.854
H -1.216 -0.096 -1.822
H 7.669 -3.796 -10.912
H -3.195 -2.765 5.126
H -10.808 -1.802 0.243
*
```

***

(2)
DFT (the ωB97M-V functional and the def2-TZVPD basis) results for 9 unconnected molecules or ions with the total composition C45H75N3O21.

Properties
Calculated total energy, eV: -95336.4199

The geometry in ORCA input format:
```
! RIJCOSX wB97M-V def2-TZVPD def2/J DEFGRID3
* xyz 0 1
O 9.137 8.976 23.042
O 15.547 -3.914 16.572
O 2.869 1.437 13.921
O 3.025 -0.575 27.640
O 5.550 5.468 20.925
O 3.783 -5.821 35.021
O 12.817 -6.887 16.450
O 7.618 -4.768 32.630
O 8.354 3.475 13.204
O 0.783 -0.772 28.366
O 2.106 -8.519 30.022
O 8.565 -3.932 23.286
O 14.548 -5.494 22.796
O 1.529 1.120 27.331
O 2.257 -8.509 27.803
O 0.420 -9.548 28.797
O -1.028 -1.322 17.601
O 16.261 -5.230 24.261
O 13.179 0.833 12.893
O 16.198 -3.984 22.438
O 5.013 -0.382 21.311
N 1.766 0.788 16.585
N 7.490 -5.538 35.732
N 12.850 -3.963 16.233
C 6.413 6.365 21.465
C 2.862 1.074 12.537
C 5.915 -1.241 21.913
C 3.882 0.574 27.588
C 17.003 -3.628 16.487
C 4.981 -5.350 35.596
C 6.982 -3.582 32.089
C 11.777 -6.107 17.030
C 15.589 -4.948 23.111
C 1.521 -8.951 28.886
C 8.275 8.042 22.540
C 1.682 2.136 15.943
C 2.690 -5.253 35.583
C -1.855 -1.041 18.679
C 8.007 -2.309 21.698
C 6.936 8.115 22.997
C 6.254 -6.137 35.264
C 11.997 1.451 12.934
C 12.871 -8.077 17.225
C 7.178 -1.299 21.301
C 8.591 -4.477 33.619
C 17.349 -4.331 24.410
C 13.469 -3.534 17.493
C 10.301 2.753 11.991
C 1.656 -0.122 27.790
C 6.000 7.311 22.341
C 9.536 2.783 13.142
C 11.472 2.043 11.795
C 6.588 -2.807 23.616
C 7.763 6.247 21.040
C 11.541 -4.722 16.342
C 2.894 1.503 26.878
C 14.813 -2.956 17.276
C 0.429 0.279 16.892
C 11.254 1.471 14.147
C 17.466 -3.746 22.905
C 10.118 2.140 14.234
C 0.386 -0.964 17.706
C 3.076 -7.453 29.700
C 8.680 7.170 21.564
C 7.705 -3.004 22.848
C 1.561 1.846 14.480
C 7.998 -4.317 35.035
C 3.481 -7.941 28.246
C 5.591 -1.988 23.036
H 10.856 -3.968 16.730
H 17.403 -3.054 17.323
H 6.371 -3.394 24.496
H 4.788 0.590 26.982
H 17.079 -3.609 25.180
H 3.578 1.690 11.993
H 2.438 -6.606 29.952
H 11.951 -5.900 18.086
H 9.787 3.337 11.242
H 6.238 -3.763 31.314
H 10.793 -6.575 17.029
H 0.931 -1.818 17.304
H 8.949 -2.441 21.185
H 0.642 -0.942 18.765
H 13.450 -4.325 18.243
H 17.667 -2.676 22.964
H 4.202 -8.738 28.426
H 9.177 -3.644 33.230
H 4.847 -0.463 20.369
H 2.183 0.357 15.773
H 2.968 1.753 25.820
H 18.208 -4.782 24.907
H 8.674 9.795 23.236
H 13.309 -7.905 18.208
H -1.579 -1.236 19.715
H 2.605 -4.217 35.254
H 7.580 2.934 13.374
H 9.239 -4.247 22.681
H 1.276 2.727 13.905
H 3.945 -7.137 27.675
H 13.437 -4.699 15.868
H 11.110 -4.936 15.364
H 6.255 -7.069 35.830
H 4.850 -5.189 36.666
H 12.917 -0.067 13.101
H 17.332 -3.016 15.647
H -2.000 0.033 18.800
H 17.600 -4.518 16.288
H -0.205 0.150 16.015
H 15.471 -2.893 18.143
H 7.728 -2.931 31.633
H 14.756 -1.947 16.867
H 1.828 -5.864 35.317
H 0.839 1.087 14.178
H 8.217 5.628 20.280
H 11.748 1.156 15.054
H 4.921 7.356 22.363
H 3.890 -7.518 30.421
H 18.107 -4.276 22.200
H 7.185 -3.602 35.162
H 5.535 4.597 21.328
H 4.588 -1.930 23.431
H 7.419 -0.678 20.451
H 13.626 -8.735 16.793
H 0.001 1.120 17.439
H 3.138 0.060 12.248
H 12.049 2.137 10.888
H 8.885 -4.111 35.633
H 6.267 -6.467 34.225
H 2.622 2.623 16.206
H 3.099 2.413 27.442
H 9.139 -5.417 33.681
H 9.585 1.981 15.159
H 5.187 -4.351 35.211
H 2.786 -5.167 36.666
H 12.822 -2.694 17.744
H 0.899 2.785 16.335
H 7.233 -5.332 36.687
H 9.737 7.127 21.344
H 6.495 -2.920 32.805
H 3.959 0.941 28.611
H 1.875 1.189 12.089
H 11.867 -8.473 17.377
H -2.863 -1.371 18.426
H 6.501 8.706 23.789
*
```

***

(3)
DFT (the ωB97M-V functional and the def2-TZVPD basis) results for 9 unconnected molecules or ions with the total composition C45H78BN8O2.

Properties
Calculated total energy, eV: -64616.0678

The geometry in ORCA input format:
```
! RIJCOSX wB97M-V def2-TZVPD def2/J DEFGRID3
* xyz -1 1
O -0.599 -1.585 1.309
O -0.578 0.016 -1.708
N -2.574 -7.355 -5.332
N 4.748 6.967 -0.539
N -1.320 6.380 2.004
N -4.260 2.221 -0.575
N 4.948 -0.852 2.599
N -7.220 -8.768 4.792
N 10.440 5.886 0.351
N -1.427 -4.848 -2.435
C 5.871 6.810 -0.319
C -3.084 -10.342 -7.519
C -1.765 -5.463 -4.987
C -4.060 0.025 3.447
C -1.725 -1.180 1.994
C 10.290 9.070 -1.582
C -4.768 -6.401 3.270
C 3.672 -4.341 2.902
C -6.406 -8.038 5.166
C 2.773 -2.183 1.894
C -6.203 4.451 1.249
C 12.077 7.304 -1.165
C -0.898 -2.472 0.170
C 6.817 5.660 2.275
C -2.143 -3.014 -5.593
C -2.827 -8.481 -5.194
C 2.527 -3.335 2.869
C -2.545 -10.745 -6.151
C -5.192 -5.940 4.660
C -5.047 -2.348 3.850
C -0.763 6.613 1.013
C 0.173 1.669 2.866
C -0.049 6.920 -0.256
C -3.006 0.919 2.909
C 2.221 6.762 0.886
C -1.334 -4.278 -5.865
C 11.706 8.788 -1.092
C 11.156 6.505 -0.311
C -5.357 -7.098 5.648
C -1.319 2.543 0.900
C -1.931 -0.401 -1.331
C 1.336 6.267 -0.250
C 7.319 6.609 -0.034
C -2.758 -2.069 2.566
C -3.148 -9.923 -5.008
C -0.761 1.253 1.629
C -1.573 -5.117 -3.551
C -5.762 4.365 -0.215
C -3.895 -1.428 3.265
C -1.875 0.304 2.200
C -0.761 1.065 -2.686
C 7.507 5.438 0.932
C 3.998 -1.434 2.290
C -7.027 3.246 1.690
C -4.915 3.160 -0.419
B -2.065 -1.960 -0.856
H -1.114 0.635 -3.674
H 3.847 -4.769 1.910
H 10.160 8.740 -2.616
H 0.064 -2.517 -0.440
H 1.919 -1.500 1.898
H 7.190 6.566 2.762
H -0.401 3.137 0.580
H -4.171 -10.452 -7.560
H 9.543 8.569 -0.964
H -7.922 3.135 1.073
H 0.038 8.004 -0.364
H -1.824 -2.207 -6.258
H -2.649 -10.972 -8.299
H -2.072 -2.704 -1.793
H 4.602 -3.882 3.247
H -4.726 -2.951 4.737
H 3.441 -5.159 3.588
H -4.443 -5.246 5.047
H -2.742 -10.257 -4.050
H -6.450 2.320 1.629
H -0.070 0.744 0.897
H -4.921 0.482 3.992
H -1.447 -4.556 -6.919
H -2.665 -3.182 2.421
H -1.828 2.261 -0.068
H -5.325 4.536 1.895
H -7.343 3.362 2.729
H -6.132 -5.387 4.578
H -5.647 -6.717 6.629
H 3.199 6.294 0.833
H 12.414 9.361 -1.697
H 7.729 7.528 0.393
H 7.119 4.520 0.482
H -6.796 5.359 1.390
H -2.761 -11.803 -5.980
H -3.210 -3.188 -5.758
H -3.143 -2.099 -0.315
H 1.797 6.517 1.864
H 5.734 5.752 2.162
H -5.379 -2.997 2.979
H -1.624 1.711 -2.318
H 1.607 -3.851 2.584
H -1.457 -10.635 -6.151
H 1.232 5.181 -0.171
H 2.898 -2.561 0.877
H -1.071 -3.549 0.507
H -5.934 -1.675 4.065
H -2.794 -5.688 -5.158
H 2.360 7.846 0.832
H 7.840 6.409 -0.972
H -5.188 5.254 -0.487
H -2.566 -0.301 -2.277
H -0.419 2.290 3.608
H -4.233 -10.046 -4.977
H 1.832 6.474 -1.202
H 7.003 4.815 2.941
H 2.374 -2.939 3.878
H -4.635 -5.542 2.610
H -2.410 0.324 -0.594
H -0.638 6.542 -1.095
H 10.080 10.141 -1.539
H -1.958 3.207 1.542
H 0.142 1.729 -2.778
H 0.546 0.745 3.411
H -4.416 -7.643 5.761
H -2.007 -2.662 -4.567
H -3.822 -6.948 3.310
H -2.833 -9.307 -7.762
H -0.272 -4.062 -5.702
H -1.170 -6.326 -5.224
H 1.106 2.209 2.519
H -3.027 2.041 2.985
H 12.013 6.943 -2.194
H -6.630 4.308 -0.875
H 8.577 5.287 1.100
H 13.101 7.154 -0.817
H -5.520 -7.048 2.813
H 11.803 9.142 -0.062
*
```

***

Maximum force, respectively: 2.7 5.1 8.4 eV/A.
Highest occupied orbital energy, respectively: -11.06 -8.28 -4.32 eV.